48
Properties=species:S:1:pos:R:3:forces:R:3:mulliken_charge:R:1 method="wB97M-V/def2-TZVPD" lumo_ev="-7.696 / -7.008" homo_lumo_gap_ha="0.2228 / 0.2520" e_tot_ha=-3300.54538 de_lowest_kcal_mol=4.1 homo_energy_ha="-0.5056 / -0.5095" mol_weight_g_mol=658.08 charge=+2 spin_multiplicity=3
W 0.4724 -0.8025 0.4473 -0.1 0.3 -0.1 1.3429
N -1.7258 -1.0635 0.1089 0.0 -0.2 0.1 -0.7459
C -2.0370 -2.3472 -0.5829 0.0 0.0 0.0 -0.7430
C -1.2185 -3.4896 0.0364 0.0 0.0 -0.1 0.0629
C -0.3083 -4.2052 -0.9572 0.0 0.0 0.0 -0.9541
C 0.7051 -3.2894 -1.6266 -0.1 0.0 0.0 -0.6013
N 1.4615 -2.4927 -0.6040 0.0 0.0 0.0 -0.5845
H -2.2905 -0.9783 0.9519 0.0 0.0 0.0 0.3376
H -1.9998 -0.2788 -0.4829 0.0 0.0 0.0 0.2951
H -1.7821 -2.2113 -1.6326 0.0 0.0 0.0 0.3926
H -3.1050 -2.5513 -0.5347 0.0 0.0 0.0 0.4480
H -1.8713 -4.2172 0.5171 0.0 0.0 0.0 0.4687
H -0.6042 -3.0893 0.8693 0.0 0.0 0.1 -0.1288
H -0.9122 -4.6663 -1.7407 0.0 0.0 0.0 0.3407
H 0.2093 -5.0224 -0.4492 0.0 0.0 0.0 0.4194
H 0.2366 -2.5714 -2.2986 0.0 0.0 0.0 0.3343
H 1.4089 -3.8801 -2.2113 0.0 0.0 0.0 0.4948
H 2.2242 -2.0171 -1.0956 0.0 0.0 0.0 0.3923
H 1.9355 -3.1404 0.0269 0.0 0.0 0.0 0.3434
Cl 2.9078 2.6584 -4.8162 0.0 0.0 0.0 -0.1367
C 2.6926 1.9762 -3.2686 0.0 0.0 0.0 0.4214
C 3.6485 2.2030 -2.2600 0.0 0.0 0.0 0.3836
Cl 5.0238 3.1620 -2.5796 0.0 0.0 0.0 -0.1360
C 3.4776 1.6477 -0.9944 0.2 0.0 0.0 -0.1004
Cl 4.5950 1.8955 0.2831 0.0 0.0 0.0 -0.1628
C 2.3646 0.8563 -0.7665 0.0 0.0 0.1 0.0482
O 2.0602 0.2693 0.4282 0.2 0.1 -0.2 -0.0852
C 1.4054 0.6596 -1.7486 0.1 0.0 0.1 0.1976
O 0.3245 -0.0419 -1.3327 0.0 -0.1 0.0 -0.5552
C 1.5594 1.2053 -3.0118 -0.1 0.0 -0.1 -0.0425
Cl 0.3489 0.9159 -4.1893 0.0 0.0 0.0 -0.1570
C -0.5126 1.6083 4.0985 -0.1 0.0 0.0 -1.0859
S 0.5671 1.3593 2.7079 0.2 0.0 0.1 0.4182
O -0.3719 0.6643 1.6726 -0.2 -0.1 -0.1 -0.5876
C 1.5592 -0.0273 3.2370 -0.1 0.0 0.0 0.3653
C 1.0834 -1.3207 2.9886 0.1 0.1 -0.1 -0.4419
C 1.9020 -2.4077 3.2805 0.0 0.0 0.0 -0.8033
C 3.1724 -2.1959 3.8004 0.1 0.0 0.0 -0.6374
C 3.6279 -0.9050 4.0326 0.0 0.0 0.0 -0.6291
C 2.8246 0.1938 3.7369 0.0 0.0 0.0 -0.6080
H -0.9936 0.6720 4.3728 0.0 0.0 0.0 0.3488
H -1.2392 2.3607 3.7926 0.0 0.0 0.0 0.4303
H 0.0932 1.9963 4.9184 0.0 0.0 0.0 0.4329
H 0.0353 -1.4838 2.7149 -0.1 0.0 0.1 1.2598
H 1.5355 -3.4167 3.1358 0.0 0.0 0.0 0.5705
H 3.8076 -3.0396 4.0329 0.0 0.0 0.0 0.4626
H 4.6206 -0.7463 4.4317 0.0 0.0 0.0 0.4374
H 3.1969 1.2013 3.8764 0.0 0.0 0.0 0.4773


47
Properties=species:S:1:pos:R:3:forces:R:3:mulliken_charge:R:1 method="wB97M-V/def2-TZVPD" lumo_ev=-1.065 homo_lumo_gap_ha=0.3047 e_tot_ha=-2071.52172 homo_energy_ha=-0.3439 mol_weight_g_mol=420.78 spin_multiplicity=1
H -0.0456 0.3392 -2.7735 -0.1 0.1 -0.1 0.3903
N -0.8380 -0.2256 -3.0862 -0.1 -0.1 0.1 -0.7240
C -0.9161 -1.2865 -2.3996 0.5 0.3 -0.2 -0.3994
C 0.0475 -1.6759 -1.2619 -1.5 0.2 0.2 -0.9992
C 0.1472 -0.5173 -0.2772 0.8 -0.8 -1.1 -0.0247
C 1.1255 0.4830 -0.3644 -0.2 0.0 -0.1 1.3438
C 2.1675 0.4276 -1.4600 0.0 -0.3 0.1 -2.0864
C 3.5372 -0.1563 -1.0534 -0.1 -0.7 -0.5 -0.8302
C 3.5105 -1.5167 -0.3161 1.0 0.6 -0.3 -0.5759
O 3.8974 -1.3394 1.0383 -0.9 -0.5 -0.1 -0.4634
C 2.8434 -1.4476 1.9873 0.5 0.3 0.4 -0.4195
C 1.0719 1.5193 0.5695 2.0 0.5 -0.6 0.4979
P 2.2030 3.0031 0.6112 -0.9 1.2 0.6 -0.0238
O 2.2509 3.4536 -0.9874 0.3 -0.7 0.3 -0.5274
Cl 4.0834 2.3299 1.1398 -0.4 -0.1 -0.5 -0.2205
C 0.1369 1.5443 1.5741 -0.1 0.4 0.7 0.5176
F 0.1176 2.5454 2.4539 0.1 0.2 0.2 -0.3939
C -0.8003 0.5704 1.6745 -0.3 -0.5 0.6 0.4191
C -0.7780 -0.4325 0.7183 -1.3 -0.6 1.3 1.0319
C -1.9682 -1.3204 1.0789 -0.4 -0.1 -0.4 -0.5265
O -2.2164 -2.4678 0.7998 0.3 0.9 -0.3 -0.5431
N -2.8074 -0.5284 1.9274 0.2 -0.4 0.6 0.1861
C -4.0125 0.0971 1.3547 -0.3 0.2 0.3 -0.8461
C -3.8038 1.0195 0.1430 -0.5 -0.4 -0.2 -0.4490
C -3.8009 0.3007 -1.2076 0.7 0.4 0.1 -0.1238
F -5.0384 0.4251 -1.8218 -0.2 -0.1 0.1 -0.3829
C -1.9318 0.3275 2.6619 0.4 0.5 -0.4 -0.3624
O -2.0586 0.6901 3.8018 -0.1 0.0 -1.2 -0.5378
H -1.7545 -1.9425 -2.6441 0.2 -0.2 0.2 0.5336
H 1.0033 -2.0127 -1.6498 -0.1 0.0 0.0 0.4173
H -0.4618 -2.4834 -0.7320 0.4 -0.2 -0.1 0.5946
H 2.2869 1.4021 -1.9348 0.1 0.0 0.2 0.6647
H 1.7722 -0.2282 -2.2390 0.1 0.1 0.0 0.4571
H 4.1545 0.5103 -0.4617 -0.2 0.0 0.0 0.1768
H 4.0830 -0.3177 -1.9901 -0.1 0.1 0.0 0.5696
H 2.5779 -2.0715 -0.4370 -0.1 0.1 0.3 0.3440
H 4.2919 -2.1374 -0.7682 -0.1 0.0 0.1 0.3785
H 1.8891 -1.7595 1.5571 0.1 -0.1 -0.1 0.1087
H 2.7008 -0.4772 2.4785 -0.1 -0.1 0.0 0.1732
H 3.1581 -2.1653 2.7496 -0.2 0.0 0.0 0.3494
H 1.5997 4.1639 -1.0418 0.2 0.2 -0.1 0.3546
H -4.4599 0.7019 2.1455 0.1 -0.3 0.2 0.4209
H -4.7185 -0.6961 1.1023 0.0 0.0 0.0 0.3502
H -2.9382 1.6796 0.2212 0.1 -0.2 0.2 0.2808
H -4.6782 1.6779 0.1071 0.1 0.0 0.0 0.4906
H -3.0577 0.7602 -1.8592 -0.1 -0.1 -0.2 0.2425
H -3.5727 -0.7660 -1.1290 -0.1 0.0 0.1 0.1659


46
Properties=species:S:1:pos:R:3:forces:R:3:mulliken_charge:R:1 method="wB97M-V/def2-TZVPD" lumo_ev="-12.373 / -12.374" homo_lumo_gap_ha="0.1772 / 0.1771" e_tot_ha=-3234.37190 homo_energy_ha="-0.6320 / -0.6318" mol_weight_g_mol=646.05 charge=+3 spin_multiplicity=1
Ru -0.3547 0.2509 -0.1943 -0.3 -0.6 1.0 0.8464
C -0.8782 2.7944 1.8464 -0.1 0.1 0.0 -0.8223
C -1.1305 1.5321 2.6368 0.2 0.1 0.1 -0.6505
S 0.1503 0.3049 2.1604 -0.1 0.3 -0.2 0.0942
C -0.5770 -1.2092 2.8770 0.1 -0.1 0.2 -0.8841
C -1.2285 -2.0723 1.8184 -0.1 0.0 0.0 -0.3296
S -2.2062 -0.9658 0.7794 0.0 -0.1 -0.4 -0.2529
C -2.5775 -2.0320 -0.6404 -0.1 0.0 0.0 -0.2468
C -3.0542 -1.1457 -1.7761 0.0 0.0 0.0 -0.8083
S -2.0681 0.3875 -1.9093 0.4 0.2 -0.2 -0.0171
C -3.2177 1.5217 -1.0405 -0.1 0.0 -0.1 -0.5474
C -2.5140 2.8020 -0.6639 0.0 0.1 0.0 -1.0024
S -0.8621 2.5198 0.0487 0.0 -0.1 0.1 -0.0163
H 0.1278 3.1703 2.0455 0.0 0.1 0.1 0.3893
H -1.5712 3.5955 2.1050 -0.1 -0.1 -0.1 0.5595
H -2.1109 1.0990 2.4505 0.0 0.1 0.0 0.4178
H -1.0306 1.7372 3.7043 0.1 -0.1 0.0 0.5483
H -1.2757 -0.8704 3.6417 0.0 -0.1 0.0 0.4391
H 0.2189 -1.7571 3.3797 0.0 0.1 0.0 0.4888
H -1.8650 -2.8359 2.2678 -0.1 0.1 0.0 0.5890
H -0.4886 -2.5541 1.1829 0.0 0.0 0.0 0.0993
H -3.3347 -2.7700 -0.3738 0.0 0.1 0.1 0.6223
H -1.6525 -2.5395 -0.9027 0.0 -0.1 0.0 -0.0087
H -4.0842 -0.8127 -1.6517 0.0 -0.1 0.0 0.4495
H -2.9862 -1.6718 -2.7268 0.0 0.0 0.0 0.4723
H -3.6336 1.0069 -0.1772 0.0 0.0 0.0 0.4132
H -4.0271 1.7403 -1.7396 0.0 0.0 0.0 0.5091
H -3.1080 3.4081 0.0197 0.0 0.0 0.0 0.4788
H -2.3116 3.4069 -1.5481 0.0 0.0 0.0 0.4475
Cl 6.0988 -1.5462 -1.6104 0.1 0.0 0.0 -0.0590
C 4.4449 -1.5314 -1.3979 -0.1 0.0 0.0 0.7290
C 3.7411 -2.7317 -1.5669 0.0 0.1 0.0 -0.5680
C 2.3745 -2.7901 -1.3898 0.1 0.2 0.0 -0.3969
I 1.3522 -4.5144 -1.6604 -0.1 -0.2 0.0 0.3182
C 1.6608 -1.5777 -1.0014 -0.1 0.0 -0.1 0.4348
O 0.4186 -1.5467 -0.7704 0.2 0.0 0.1 -0.3190
C 2.3820 -0.3512 -0.8759 0.0 0.0 0.1 0.4177
N 1.6234 0.7237 -0.5619 0.0 0.2 -0.7 -0.0714
C 2.2655 1.9146 -0.4572 0.0 -0.1 0.1 -0.1842
C 3.6226 2.0525 -0.6345 0.0 0.0 0.0 -1.1593
C 4.4030 0.9341 -0.9327 0.0 0.1 0.0 -0.5150
C 3.7728 -0.2938 -1.0609 0.0 -0.1 0.0 0.1056
H 4.2973 -3.6181 -1.8426 0.0 0.0 0.0 0.4898
H 1.6477 2.7742 -0.2406 0.0 0.0 0.0 0.5201
H 4.0733 3.0316 -0.5479 0.0 0.0 0.0 0.4772
H 5.4727 1.0298 -1.0684 0.0 0.0 0.0 0.5024


44
Properties=species:S:1:pos:R:3:forces:R:3:mulliken_charge:R:1 method="wB97M-V/def2-TZVPD" lumo_ev=0.591 homo_lumo_gap_ha=0.3309 e_tot_ha=-1873.87567 smiles="COc1ccc(S(=O)(=O)NCCCCOc2ccc(Cl)cc2)cc1" de_lowest_kcal_mol=40.4 homo_energy_ha=-0.3092 mol_weight_g_mol=369.87 spin_multiplicity=1
C -2.8957 -1.9054 -1.9199 -0.1 0.0 -0.2 -0.8814
O -2.2908 -2.0602 -0.6557 0.2 0.0 0.3 -0.3929
C -0.9759 -1.7861 -0.5188 0.2 -0.1 0.1 0.5768
C -0.1503 -1.3008 -1.5326 -0.3 -0.1 0.0 -0.3682
C 1.1915 -1.0769 -1.2773 0.1 0.0 0.0 -0.2965
C 1.7091 -1.3315 -0.0242 0.7 0.0 -0.1 -0.3402
S 3.4401 -1.0533 0.2915 -0.3 0.3 0.4 1.4016
O 4.1552 -1.0931 -0.9509 -0.2 0.2 -0.1 -0.6980
O 3.8531 -1.8982 1.3752 -0.3 0.1 0.1 -0.7515
N 3.4357 0.5286 0.8661 0.1 -0.9 -0.1 -0.2644
C 4.1349 1.5478 0.1119 0.2 0.5 -0.3 -0.6887
C 3.4020 2.8921 0.1043 -0.1 -0.3 -0.2 -0.8569
C 2.0807 2.8709 -0.6626 -0.2 -0.1 0.3 -0.7176
C 0.9490 2.2274 0.1319 0.3 -0.1 0.0 0.0952
O -0.1968 2.2133 -0.7006 -0.2 0.1 -0.2 -0.3305
C -1.3451 1.6700 -0.2290 -0.2 0.0 0.0 0.2002
C -1.4957 1.0677 1.0164 0.3 0.2 -0.1 -0.2308
C -2.7175 0.5325 1.3873 -0.2 0.0 -0.1 -0.7811
C -3.7942 0.6000 0.5231 0.2 0.1 0.0 0.3894
Cl -5.3134 -0.0818 0.9846 -0.3 -0.1 0.1 -0.2444
C -3.6642 1.2103 -0.7159 0.0 0.0 0.1 -0.6767
C -2.4460 1.7382 -1.0869 0.2 0.0 0.1 -0.2059
C 0.9008 -1.8083 0.9937 -0.1 -0.1 0.1 -0.3718
C -0.4358 -2.0338 0.7496 0.0 0.0 -0.2 -0.8243
H -3.9392 -2.1804 -1.7776 0.0 0.0 -0.1 0.2340
H -2.4417 -2.5698 -2.6614 0.0 0.0 0.0 0.4152
H -2.8387 -0.8697 -2.2655 0.0 -0.1 0.0 0.2979
H -0.5404 -1.0997 -2.5169 -0.1 0.0 -0.1 0.4376
H 1.8525 -0.7194 -2.0504 0.0 0.0 -0.2 0.5050
H 3.6214 0.5406 1.8560 0.0 -0.2 0.2 0.2930
H 5.1499 1.6957 0.5012 -0.1 -0.1 -0.1 0.3407
H 4.2211 1.1598 -0.9046 0.1 0.2 0.0 0.3973
H 3.2244 3.2145 1.1321 0.1 0.1 0.1 0.3470
H 4.0673 3.6186 -0.3649 0.0 0.1 0.1 0.3950
H 2.2043 2.3211 -1.5962 0.0 0.0 -0.1 0.2454
H 1.7839 3.8911 -0.9135 0.0 0.0 -0.1 0.3688
H 0.7442 2.8136 1.0388 0.0 -0.1 0.0 0.3731
H 1.2270 1.2079 0.4204 -0.2 0.2 0.0 -0.0609
H -0.6676 1.0004 1.7029 0.1 0.0 0.0 0.3852
H -2.8277 0.0603 2.3505 0.0 -0.1 0.1 0.4281
H -4.5115 1.2684 -1.3813 -0.1 0.0 -0.1 0.4542
H -2.3186 2.2158 -2.0456 0.0 0.1 -0.1 0.4420
H 1.3425 -2.0135 1.9555 0.0 -0.1 0.2 0.4618
H -1.0923 -2.4126 1.5160 -0.1 -0.1 0.1 0.4984


47
Properties=species:S:1:pos:R:3:forces:R:3:mulliken_charge:R:1 method="wB97M-V/def2-TZVPD" lumo_ev="2.293 / 2.299" homo_lumo_gap_ha="0.1940 / 0.2151" e_tot_ha=-8236.21710 homo_energy_ha="-0.1097 / -0.1306" mol_weight_g_mol=817.81 charge=-1 spin_multiplicity=2
V -0.2839 -0.2583 -0.2229 1.0 -0.3 0.0 -0.0173
Se 0.3423 1.8058 -1.2194 1.0 0.7 -1.2 -0.4831
Te 0.6921 3.7741 0.2611 0.0 0.3 0.1 -0.2387
Te -1.6394 3.3993 1.7368 0.3 0.7 0.1 -0.2546
Se -2.0045 1.2488 0.6511 -1.8 -0.8 0.6 -0.2361
Cl -4.0870 -6.3314 0.1468 0.1 0.1 0.0 -0.2811
C -3.4176 -4.7296 -0.1613 0.1 -0.2 0.0 0.4643
C -4.2720 -3.6385 -0.2095 0.1 0.2 0.0 -0.7631
C -3.7298 -2.3814 -0.4799 -0.5 -0.2 0.0 -0.3233
C -2.3749 -2.1904 -0.6960 0.5 0.5 -0.1 0.4820
O -1.9154 -0.9778 -1.0114 -0.2 -0.6 0.3 -0.8900
C -1.4942 -3.3173 -0.5692 -0.1 -0.1 0.0 1.0220
C -0.0973 -3.1728 -0.6620 0.0 0.7 0.0 -0.8058
O 0.5130 -1.9987 -0.6795 -0.4 -0.4 0.1 -0.4663
C -2.0615 -4.5909 -0.3352 0.0 -0.1 0.0 -1.1673
H -5.3316 -3.7678 -0.0408 0.0 0.0 0.0 0.4007
H -4.3699 -1.5099 -0.5397 0.0 0.0 0.0 0.4340
H 0.5419 -4.0513 -0.6797 0.1 -0.1 0.0 0.3537
H -1.4147 -5.4581 -0.2767 0.0 0.0 0.0 0.3856
C 0.5702 0.9701 3.1486 0.1 -0.1 0.1 -1.1519
P 0.0675 -0.4363 2.0981 -0.1 -0.6 0.6 2.3664
C -1.2652 -1.1577 3.1194 0.0 0.0 0.0 -1.6567
C 1.4154 -1.6950 2.3476 0.1 0.3 -0.4 -0.0355
C 1.4419 -2.7125 3.2918 0.0 0.0 0.1 -0.5710
C 2.4437 -3.6767 3.2590 0.0 0.0 -0.1 -0.6892
C 3.4268 -3.6262 2.2813 0.0 0.0 0.0 -0.6883
C 3.4215 -2.6028 1.3407 0.0 0.0 0.0 -0.6401
C 2.4237 -1.6404 1.3677 -0.2 0.2 0.1 0.2600
P 2.1775 -0.2633 0.1713 0.2 -0.2 -0.1 1.2380
C 3.3040 1.0076 0.8569 0.0 0.0 0.0 -1.2755
C 3.1369 -0.7118 -1.3134 0.0 -0.1 0.1 -1.5415
H 1.1592 0.6145 3.9969 0.0 0.0 0.0 0.3289
H -0.3258 1.4664 3.5143 0.0 0.0 0.0 0.3902
H 1.1294 1.7074 2.5760 0.0 0.0 0.0 0.1499
H -0.9644 -1.2434 4.1661 0.0 0.0 0.0 0.4494
H -1.5290 -2.1421 2.7293 0.0 0.0 0.0 0.4107
H -2.1333 -0.5044 3.0521 0.0 0.0 0.0 0.4122
H 0.6768 -2.7711 4.0561 0.0 0.0 0.0 0.3143
H 2.4453 -4.4786 3.9866 0.0 0.0 0.0 0.3890
H 4.1933 -4.3907 2.2450 0.0 0.0 0.0 0.3950
H 4.1871 -2.5753 0.5742 0.0 0.0 0.0 0.3198
H 4.3314 0.6463 0.7810 0.0 0.0 0.0 0.4338
H 3.0809 1.2074 1.9027 0.0 0.0 0.0 0.2992
H 3.1974 1.9380 0.2984 0.0 -0.1 0.0 0.3030
H 4.1663 -0.9753 -1.0583 0.0 0.0 0.0 0.4851
H 3.1567 0.1666 -1.9595 -0.1 0.0 0.0 0.3583
H 2.6499 -1.5380 -1.8244 0.0 0.0 0.0 0.3310


43
Properties=species:S:1:pos:R:3:forces:R:3:mulliken_charge:R:1 method="wB97M-V/def2-TZVPD" lumo_ev=2.570 homo_lumo_gap_ha=0.2376 e_tot_ha=-1140.01385 homo_energy_ha=-0.1431 mol_weight_g_mol=324.35 charge=-1 spin_multiplicity=1
C -1.6579 1.2045 1.4281 -0.3 0.2 0.4 -0.6354
C -2.2689 0.4472 2.6559 0.8 -0.1 -0.6 0.5349
O -3.3896 -0.3347 2.1544 0.5 -0.2 0.8 -0.5679
C -1.2778 -0.5148 3.3771 -0.2 -0.2 0.7 -0.9168
N -0.1631 0.1946 4.0501 -0.3 -1.1 -0.9 -0.4336
C 1.0942 0.1161 3.2432 0.9 0.1 0.4 0.2813
C 1.9675 1.3833 3.5946 0.6 1.4 -0.5 0.1290
O 2.6750 1.2674 4.6151 -0.2 -0.7 0.3 -0.7490
O 1.9212 2.4417 2.8837 -0.8 -1.6 -0.1 -0.7274
H -2.0307 0.7388 0.4899 0.0 0.4 0.9 0.3030
H -0.5483 1.1980 1.3818 -0.8 0.0 0.4 -0.0869
H -1.9801 2.2737 1.4989 0.3 -0.8 -0.4 0.1582
H -2.6240 1.2002 3.3961 0.2 -0.6 -0.3 0.2233
H -3.3496 -1.1501 2.6833 -0.3 0.3 -0.4 0.3314
H -1.8613 -1.0283 4.1974 0.3 0.4 -0.7 0.4220
H -0.8957 -1.3494 2.7211 -0.5 0.8 0.1 0.2426
H 0.0339 -0.3746 4.8743 0.0 0.6 -0.1 0.2705
H 1.6659 -0.7890 3.5904 -0.3 0.7 -0.5 0.3316
H 0.9229 -0.0007 2.1508 -0.2 0.3 0.7 -0.1136
F -0.7555 0.7792 -1.1529 0.2 -0.1 -0.5 -0.1438
C -0.2867 1.7624 -1.9410 0.2 0.4 -0.3 0.3879
C -0.2760 1.5871 -3.3130 -0.1 -0.2 -0.1 -0.4543
C 0.2047 2.6069 -4.1238 0.1 0.1 0.2 -0.5523
C 0.6774 3.7824 -3.5528 0.0 0.0 -0.1 -0.4625
C 0.6648 3.9419 -2.1716 -0.1 -0.2 -0.2 -0.4992
C 0.1749 2.9289 -1.3593 0.0 0.0 0.4 -0.1551
H -0.6414 0.6608 -3.7384 0.0 0.0 0.0 0.4084
H 0.2113 2.4848 -5.2003 0.0 0.0 0.0 0.3532
H 1.0565 4.5758 -4.1864 0.0 0.0 0.0 0.3582
H 1.0375 4.8562 -1.7268 0.0 -0.1 0.0 0.3813
H 0.1502 3.0385 -0.2812 0.1 -0.1 0.0 0.4341
F 1.2206 -2.9209 0.7730 0.0 0.0 0.0 -0.2621
C 1.0087 -3.1225 -0.5358 -0.1 -0.1 -0.5 0.1840
C 1.1071 -4.4041 -1.0475 0.0 -0.2 0.1 -0.4797
C 0.8828 -4.6140 -2.4018 0.0 0.2 0.0 -0.3655
C 0.5736 -3.5405 -3.2285 0.0 0.0 -0.1 -0.6375
C 0.4830 -2.2575 -2.7011 0.0 -0.3 0.1 -0.0722
C 0.6960 -2.0463 -1.3461 0.0 0.3 0.1 -0.1140
H 1.3570 -5.2264 -0.3887 0.0 0.0 0.0 0.4126
H 0.9496 -5.6142 -2.8126 0.0 0.0 0.0 0.3528
H 0.4031 -3.7050 -4.2863 0.0 0.0 0.0 0.3690
H 0.2464 -1.4210 -3.3462 0.0 0.0 0.1 0.1688
H 0.6212 -1.0561 -0.9172 0.0 -0.1 0.0 0.3907